The following is a DFT calculation (wB97M-V/def2-TZVPD) of a cluster of 2 separate species, C34H35N2OS in total in a non-equilibrium geometry.

Results
HOMO-LUMO gap: 6.142 eV
LUMO energy: -0.1679 Ha
charge: +1
highest occupied orbital energy: -10.711 eV
E_tot: -51681.4929 eV

XYZ file:
```
73
C34H35N2OS wB97M-V/def2-TZVPD
C -6.652 -2.352 2.139
C -5.546 -1.342 2.180
C -5.766 0.032 1.973
C -4.720 0.934 2.004
C -3.396 0.518 2.321
C -2.336 1.535 2.360
C -1.006 0.996 2.716
C -0.510 1.021 4.037
C 0.719 0.470 4.326
C 1.451 -0.166 3.315
O 2.666 -0.664 3.739
C 3.339 -1.586 2.931
C 4.592 -1.199 2.456
C 5.179 -1.971 1.453
C 4.577 -3.173 1.051
C 3.396 -3.610 1.661
C 2.767 -2.819 2.622
C 1.007 -0.181 1.982
C -0.223 0.406 1.689
C -3.190 -0.873 2.539
C -4.249 -1.772 2.456
H -6.322 -3.238 2.683
H -7.560 -1.959 2.603
H -6.916 -2.692 1.128
H -6.776 0.389 1.769
H -4.901 1.985 1.746
H -2.422 2.206 1.510
H -1.117 1.459 4.827
H 1.146 0.480 5.332
H 5.020 -0.259 2.824
H 6.096 -1.607 0.990
H 5.037 -3.768 0.257
H 2.930 -4.558 1.384
H 1.828 -3.104 3.115
H 1.610 -0.639 1.183
H -0.613 0.407 0.667
H -2.184 -1.265 2.719
H -4.064 -2.840 2.590
C 0.205 6.114 1.275
C -0.396 4.732 1.557
C -1.053 4.147 0.311
C 0.739 3.836 2.019
C -1.380 4.834 2.751
C -2.365 5.959 2.551
C -3.208 6.172 3.776
N -3.705 4.876 4.229
C -4.807 4.764 5.079
C -5.152 3.437 5.329
C -6.362 3.153 5.968
C -7.218 4.209 6.336
C -6.849 5.539 6.075
C -5.628 5.837 5.439
S -3.990 2.366 4.579
C -3.107 3.704 3.878
N -2.098 3.559 3.056
H 0.598 6.550 2.199
H 1.041 6.038 0.574
H -0.511 6.819 0.842
H -1.298 3.096 0.460
H -1.949 4.681 -0.014
H -0.317 4.174 -0.499
H 0.363 2.886 2.395
H 1.406 3.630 1.177
H 1.313 4.326 2.816
H -0.756 5.128 3.629
H -1.851 6.903 2.295
H -3.011 5.725 1.692
H -2.626 6.626 4.589
H -4.058 6.811 3.542
H -6.633 2.120 6.140
H -8.183 3.998 6.812
H -7.512 6.364 6.358
H -5.341 6.871 5.208
```